No. 1
ORCA calculation (ωB97M-V/def2-TZVPD) on a molecular structure, C23H55GeN2OPtSSeSi4.

total charge: +2
expectation value of S²: 0.82
spin multiplicity: 2
energy: -7247.46164 Eh
LUMO energy (alpha / beta): -7.30 / -7.19 eV
gap between HOMO and LUMO (alpha / beta): 5.3 / 5.4 eV

Cartesian coordinates (Å):
Pt  -0.2406  -0.5296  0.1535
C  4.0091  -0.7778  -0.5008
S  2.3124  -0.1558  -0.2634
O  2.3642  1.3096  -0.8324
C  2.4684  0.1569  1.4987
C  2.7168  1.4301  1.9836
C  2.9153  1.6172  3.3425
C  2.8764  0.5366  4.2085
C  2.5989  -0.7313  3.7204
C  2.3971  -0.9252  2.3640
H  4.7041  -0.2388  0.1266
H  4.2533  -0.6807  -1.5527
H  3.9867  -1.8285  -0.2309
H  2.7688  2.2617  1.3000
H  3.1110  2.6081  3.7222
H  3.0616  0.6881  5.2600
H  2.5409  -1.5714  4.3927
H  2.1980  -1.9113  1.9761
C  2.3143  4.0688  -1.0487
Si  3.3520  2.5458  -1.5291
C  5.1086  2.5903  -0.7997
C  3.3829  2.1015  -3.3769
Ge  -0.4653  1.8045  -0.1239
Si  -1.9134  2.4378  -2.0838
C  -0.9675  1.4939  -3.4526
C  -1.7424  4.3362  -2.2378
C  -3.7934  2.0391  -2.1986
Si  -1.6915  2.7038  1.8918
C  -1.1350  4.5276  1.8435
C  -0.7718  1.6410  3.1960
C  -3.6010  2.7035  2.0539
H  2.7312  4.9643  -1.4970
H  2.2903  4.2365  0.0257
H  1.2814  3.9822  -1.3841
H  5.7329  3.2033  -1.4414
H  5.5828  1.6139  -0.7561
H  5.1513  3.0288  0.1931
H  4.4008  2.0986  -3.7566
H  2.8312  2.8205  -3.9758
H  2.9579  1.1217  -3.5755
H  -0.0249  1.9853  -3.6683
H  -1.5444  1.4622  -4.3709
H  -0.7427  0.4721  -3.1540
H  -0.7231  4.6421  -2.4511
H  -2.0657  4.8569  -1.3421
H  -2.3631  4.6887  -3.0551
H  -3.9957  1.0299  -2.5420
H  -4.2220  2.7088  -2.9375
H  -4.3422  2.2061  -1.2772
H  -0.0757  4.6272  1.6322
H  -1.3358  5.0089  2.7957
H  -1.6812  5.0773  1.0827
H  0.1752  2.1124  3.4424
H  -0.5500  0.6502  2.7902
H  -1.3366  1.5278  4.1146
H  -4.1047  2.7608  1.0949
H  -3.8960  3.5812  2.6204
H  -3.9844  1.8400  2.5842
N  -2.1816  -2.9148  0.4727
C  -2.7980  -2.9998  -0.8596
C  -3.1282  -1.5674  -1.3156
N  -2.9252  -0.6661  -0.1846
C  -3.7264  -1.0971  0.9521
C  -3.1181  -2.4082  1.4861
H  -1.3518  -2.1913  0.3770
H  -1.7746  -3.8183  0.7456
H  -3.6916  -3.6246  -0.8103
H  -2.0842  -3.4648  -1.5410
H  -4.1591  -1.5262  -1.6880
H  -2.4607  -1.2582  -2.1197
H  -3.1529  0.2870  -0.4539
H  -4.7732  -1.2520  0.6617
H  -3.6978  -0.3312  1.7243
H  -3.8920  -3.1515  1.6821
H  -2.5644  -2.2261  2.4089
C  2.1600  -6.2031  -0.0787
Si  0.5187  -5.3081  -0.3632
C  -0.1828  -5.6270  -2.1006
C  -0.7552  -5.8427  0.9671
Se  0.9406  -3.0387  -0.2341
H  1.9904  -7.2752  -0.1244
H  2.5866  -5.9732  0.8939
H  2.8925  -5.9481  -0.8394
H  -0.0878  -6.6837  -2.3248
H  0.3778  -5.0772  -2.8514
H  -1.2328  -5.3652  -2.2051
H  -0.5152  -6.8675  1.2310
H  -1.7811  -5.8624  0.6061
H  -0.6998  -5.2726  1.8924

Here are the Löwdin charges for atoms 1 to 4, given in e: number 1, Pt, carries 0.22; number 2, C, carries -0.16; number 3, S, carries 0.86; number 4, O, carries -0.62

***

No. 2
ORCA calculation (ωB97M-V/def2-TZVPD) on 5 unconnected molecules or ions with the total composition C23H55IO9P2S2.

total charge: 0
spin multiplicity: 1
energy: -3363.14560 Eh
LUMO energy: 0.06 eV
gap between HOMO and LUMO: 8.2 eV

Cartesian coordinates (Å):
C  3.7709  -0.4103  -0.1819
C  2.4668  0.0311  0.4482
C  2.0053  1.4166  -0.0811
O  0.7997  1.4021  -0.8270
C  0.8713  1.7687  -2.1251
O  0.0558  2.5361  -2.5915
C  1.9534  1.1989  -3.0062
S  1.3795  1.0505  -4.7090
P  3.0158  -0.2274  -5.4351
P  4.5663  -1.6378  -6.3197
O  5.7142  -1.5450  -5.1473
I  5.4148  -0.1781  -8.0942
O  1.4289  -0.9445  0.3912
C  1.3988  -1.7367  -0.7141
O  0.8579  -1.4138  -1.7574
C  2.0098  -3.1030  -0.5640
S  0.7126  -4.2580  -0.0317
H  4.4932  0.3720  0.0064
H  4.1507  -1.2950  0.2996
H  3.7172  -0.5363  -1.2557
H  2.6767  0.1701  1.4956
H  1.8234  2.0533  0.7708
H  2.8323  1.8631  -0.6163
H  2.8190  1.8493  -2.9564
H  2.2746  0.2189  -2.6754
H  2.3541  -0.2625  -6.6821
H  2.6724  -1.2502  -4.5184
H  4.0036  0.7483  -5.1239
H  6.0649  -2.4192  -4.9851
H  2.8431  -3.1028  0.1191
H  2.3421  -3.3927  -1.5450
H  1.4926  -5.2920  0.2993
C  3.4070  -1.5612  4.4513
C  3.3901  -2.6212  3.3652
O  4.2174  -2.3185  2.2498
C  5.5991  -2.1618  2.5248
C  6.2568  -3.3936  3.1208
H  3.1102  -0.5933  4.0454
H  2.7131  -1.8324  5.2464
H  4.3949  -1.4466  4.8996
H  2.3822  -2.7080  2.9587
H  3.6484  -3.6036  3.7741
H  5.7639  -1.2876  3.1640
H  6.0603  -1.9355  1.5622
H  5.8375  -3.6515  4.0935
H  7.3240  -3.2185  3.2564
H  6.1249  -4.2532  2.4626
C  -2.1868  0.3054  -2.1180
C  -2.4820  -1.0725  -1.5571
O  -3.7644  -1.1938  -0.9595
C  -4.8670  -0.9450  -1.8064
C  -4.9511  -1.8748  -3.0054
H  -2.2781  1.0659  -1.3424
H  -1.1828  0.3407  -2.5210
H  -2.8669  0.5730  -2.9292
H  -1.7716  -1.2988  -0.7634
H  -2.3463  -1.8415  -2.3262
H  -4.8739  0.1031  -2.1281
H  -5.7497  -1.0863  -1.1822
H  -4.0942  -1.7630  -3.6704
H  -5.8504  -1.6602  -3.5842
H  -4.9850  -2.9149  -2.6784
C  -8.7725  -2.7906  2.4953
C  -9.8737  -2.7556  1.4495
O  -10.3815  -1.4610  1.1881
C  -9.4477  -0.5143  0.7042
C  -8.7902  -0.9054  -0.6079
H  -9.1216  -2.3538  3.4317
H  -8.4685  -3.8205  2.6831
H  -7.8871  -2.2384  2.1784
H  -10.7289  -3.3311  1.8034
H  -9.5390  -3.2306  0.5203
H  -8.6892  -0.3011  1.4659
H  -10.0164  0.4049  0.5652
H  -8.1979  -1.8166  -0.5130
H  -8.1237  -0.1109  -0.9446
H  -9.5444  -1.0787  -1.3765
C  2.5488  6.9320  3.9940
C  3.2576  5.8129  3.2512
O  2.3870  4.9385  2.5578
C  1.5804  5.5293  1.5533
C  2.3692  6.1904  0.4360
H  1.8248  6.5232  4.6996
H  3.2733  7.5311  4.5459
H  2.0151  7.6001  3.3173
H  3.7866  5.1820  3.9654
H  4.0144  6.2191  2.5705
H  0.8699  6.2356  1.9959
H  0.9889  4.7125  1.1394
H  2.9692  7.0270  0.7960
H  1.6897  6.5728  -0.3253
H  3.0462  5.4725  -0.0294

Here are the Löwdin charges for atoms 1 to 4, given in e: number 1, C, carries -0.02; number 2, C, carries -0.29; number 3, C, carries -0.09; number 4, O, carries 0.02

***

No. 3
ORCA calculation (ωB97M-V/def2-TZVPD) on 7 unconnected molecules or ions with the total composition C23H55N5O9.

total charge: -1
expectation value of S²: 0.75
spin multiplicity: 2
ΔE to the lowest compared entry with this formula, charge and spin: 0.0 kJ/mol
energy: -1860.20765 Eh
LUMO energy (alpha / beta): 2.33 / 2.25 eV
gap between HOMO and LUMO (alpha / beta): 2.1 / 9.1 eV

Cartesian coordinates (Å):
C  -5.7209  -3.3008  -1.3975
O  -5.5203  -1.8882  -1.7182
C  -4.9340  -1.8204  -3.0106
C  -4.5039  -0.3249  -3.3908
O  -3.4312  0.1114  -2.5614
C  -2.9494  1.3727  -2.9515
H  -6.2160  -3.8571  -2.1935
H  -6.3882  -3.4664  -0.5517
H  -4.7433  -3.6902  -1.1131
H  -5.6648  -2.1665  -3.7416
H  -4.0861  -2.5052  -2.9919
H  -5.3207  0.3694  -3.1936
H  -4.1711  -0.3793  -4.4273
H  -2.2213  1.3050  -3.7598
H  -2.4446  1.9768  -2.1976
H  -3.8347  1.9072  -3.2960
C  -2.8662  0.1949  4.1396
O  -1.9732  -0.0767  5.2372
C  -0.8116  0.7201  5.3052
C  0.2919  0.1244  4.5173
O  0.6903  -1.1699  4.9222
C  1.5399  -1.7751  3.9719
H  -3.7491  -0.4380  4.0497
H  -2.3164  0.0687  3.2069
H  -3.1512  1.2469  4.1280
H  -0.4760  0.6113  6.3365
H  -0.9400  1.7973  5.1995
H  1.1694  0.7499  4.6810
H  -0.0175  0.1517  3.4725
H  2.2929  -1.0901  3.5821
H  0.9142  -2.1573  3.1653
H  1.9895  -2.6218  4.4906
C  -3.0985  4.0942  0.2310
C  -2.1803  3.5449  1.3124
O  -2.5006  2.5098  1.8515
N  -1.0571  4.1768  1.4983
C  0.0168  3.9272  2.5167
H  -4.1010  4.2923  0.6103
H  -3.2000  3.5072  -0.6818
H  -2.6983  5.0152  -0.1928
H  -0.9108  5.0114  0.9488
H  0.5493  2.9977  2.3152
H  -0.3427  3.9740  3.5446
H  0.7826  4.6790  2.3260
C  3.3005  -0.2936  1.1459
C  1.8913  -0.4648  0.6828
O  1.3218  -1.5651  0.5594
N  1.1189  0.6066  0.5218
C  -0.2958  0.6560  0.1347
H  3.9408  -1.0473  0.6876
H  3.4948  -0.2804  2.2183
H  3.6670  0.6666  0.7828
H  1.6047  1.4833  0.6466
H  -0.3827  1.6829  -0.2202
H  -1.0356  0.5559  0.9289
H  -0.5721  0.0345  -0.7171
C  0.4999  -4.6579  0.9434
C  -0.6109  -4.4081  -0.0377
O  -1.4884  -5.2144  -0.3135
N  -0.6570  -3.1266  -0.5013
C  -1.5401  -2.6515  -1.5331
H  1.3398  -4.0073  0.6996
H  0.8437  -5.6905  1.0024
H  0.1285  -4.3926  1.9333
H  0.0692  -2.5269  -0.1364
H  -1.0100  -2.0904  -2.3027
H  -2.2570  -1.9573  -1.0947
H  -2.1433  -3.3972  -2.0510
C  3.9849  3.3378  -0.4895
C  5.3114  2.5564  -0.5901
O  6.2671  3.0009  0.0276
N  5.3577  1.4014  -1.2362
C  6.6167  0.7065  -1.5065
H  3.5685  3.6121  -1.4588
H  4.0422  4.2585  0.0911
H  3.2511  2.8299  0.1363
H  4.4698  1.0023  -1.5054
H  7.3543  0.8405  -0.7153
H  6.9985  1.0365  -2.4726
H  6.5113  -0.3777  -1.5443
C  0.5394  0.3564  -3.4815
C  1.8789  -0.1038  -2.9356
O  2.6455  0.6981  -2.4283
N  2.1567  -1.4118  -3.2215
C  3.3131  -2.0357  -2.6402
H  -0.1901  -0.4519  -3.5334
H  0.7205  0.7602  -4.4776
H  0.1327  1.1606  -2.8684
H  1.4978  -1.9261  -3.7884
H  2.8516  -2.9147  -2.1902
H  3.9007  -1.5651  -1.8519
H  3.8958  -2.3943  -3.4887

Here are the Löwdin charges for atoms 1 to 4, given in e: number 1, C, carries -0.08; number 2, O, carries -0.19; number 3, C, carries -0.20; number 4, C, carries -0.16